Record 1
{
  "formula": "C15H24N4O6S",
  "method": "ωB97M-V/def2-TZVPD",
  "elements": ["C", "C", "O", "N", "C", "C", "O", "C", "N", "C", "C", "O", "O", "C", "C", "C", "S", "H", "H", "H", "H", "H", "H", "H", "H", "H", "H", "H", "H", "H", "H", "C", "N", "C", "O", "C", "N", "C", "C", "O", "H", "H", "H", "H", "H", "H", "H", "H", "H", "H"],
  "positions_angstrom": [[-4.62238, -1.20025, -1.15081], [-4.02506, -0.35439, -0.04345], [-4.70010, 0.52022, 0.47734], [-2.72679, -0.58315, 0.37145], [-2.02355, 0.21567, 1.39533], [-0.71312, 0.82098, 0.86564], [-0.13048, 0.38149, -0.12458], [-1.72460, -0.57801, 2.68218], [-0.64105, -1.55562, 2.51252], [-0.72482, -2.92956, 2.20903], [0.59109, -3.59453, 1.99477], [0.75222, -4.38130, 1.07533], [1.60486, -3.19686, 2.80308], [-1.93246, -3.63505, 2.18010], [-1.98154, -5.11875, 1.87416], [-3.27182, -3.00543, 2.49027], [-3.20731, -1.39809, 3.36224], [-4.74653, -2.22973, -0.80782], [-3.96370, -1.19091, -2.02250], [-5.59874, -0.80436, -1.44352], [-2.18895, -1.29431, -0.12028], [-2.65599, 1.06001, 1.68671], [-0.27434, 1.66083, 1.39536], [-1.40249, 0.14879, 3.43656], [0.29958, -1.24466, 2.77076], [2.36913, -3.71009, 2.50098], [-1.97840, -5.27658, 0.79113], [-2.88653, -5.57489, 2.28695], [-1.12766, -5.64669, 2.30929], [-3.81427, -2.87268, 1.55130], [-3.85851, -3.68715, 3.11270], [5.06274, 2.13617, -0.41561], [3.91330, 2.21519, -1.31493], [2.76545, 2.84223, -1.02465], [2.59461, 3.43098, 0.03596], [1.67783, 2.89273, -2.10549], [2.18517, 2.74439, -3.47739], [2.86846, 3.64479, -4.18261], [3.14847, 5.01514, -3.59805], [3.27761, 3.36412, -5.29698], [5.33782, 3.13755, -0.07844], [4.80640, 1.53314, 0.45715], [5.91395, 1.68631, -0.92859], [3.98873, 1.78254, -2.22255], [1.13705, 3.83430, -2.00829], [0.97760, 2.08222, -1.90534], [1.99705, 1.87809, -3.95826], [3.78062, 4.91998, -2.71756], [3.66129, 5.61712, -4.34696], [2.21019, 5.49806, -3.33361]],
  "atomic_forces_ev_per_a": [[0.5, -0.1, 0.0], [-0.4, 1.1, 0.8], [0.3, -0.2, -0.1], [0.4, -0.2, -0.2], [-0.4, -0.1, -0.9], [0.4, -1.6, -2.1], [-1.0, 0.7, 1.5], [0.5, -1.4, -0.3], [0.9, 0.3, 0.0], [-3.0, 0.0, 0.9], [-0.2, -0.6, -1.7], [0.2, 0.5, 1.4], [-0.6, -0.2, -0.2], [2.2, 0.7, 0.3], [0.1, 0.2, 0.0], [0.9, 0.5, -0.6], [-0.1, 0.0, 0.4], [0.1, 0.0, -0.1], [0.0, -0.2, 0.0], [0.3, 0.0, 0.3], [-0.1, 0.4, 0.2], [-0.3, -0.2, -0.2], [0.1, 0.4, 0.5], [-0.1, -0.2, 0.0], [-0.8, -0.2, -0.1], [0.1, 0.1, 0.0], [0.0, -0.2, 0.1], [0.1, 0.2, -0.1], [-0.1, 0.0, -0.2], [-0.1, 0.0, 0.0], [0.1, 0.2, 0.1], [-0.5, 0.2, 0.1], [0.5, -0.6, -0.7], [-0.1, 1.1, 0.6], [-0.2, -0.3, -0.1], [0.5, -0.1, -0.7], [-1.1, -1.0, 1.7], [1.1, 1.1, -1.2], [-0.2, -0.3, 0.0], [0.0, -0.1, -0.2], [0.0, -0.1, 0.0], [0.1, 0.1, 0.0], [-0.2, 0.0, -0.1], [0.0, 0.1, 0.1], [0.1, 0.0, 0.2], [0.0, 0.0, 0.0], [0.1, 0.1, -0.1], [-0.1, 0.1, 0.2], [-0.1, -0.2, 0.0], [0.0, 0.1, 0.2]],
  "lowdin_charge": [0.003, -0.524, 0.040, 0.098, -0.270, -0.161, 0.038, -0.523, 0.018, -0.141, -0.448, 0.106, 0.115, -0.244, -0.056, -0.423, 0.947, 0.075, 0.082, 0.088, 0.148, 0.145, 0.127, 0.117, 0.137, 0.131, 0.088, 0.077, 0.080, 0.064, 0.081, -0.054, 0.017, -0.510, 0.038, -0.070, 0.055, -0.567, 0.015, 0.034, 0.087, 0.085, 0.085, 0.131, 0.125, 0.115, 0.148, 0.081, 0.087, 0.083],
  "smiles": "CC(=O)N[C@H](C=O)[C@@H]1NC(C(=O)O)=C(C)CS1.CNC(=O)CNC(C)=O",
  "energy_ha": -1654.6644,
  "homo_lumo_gap_ev": 8.47,
  "multiplicity": 1,
  "homo_ha": -0.3015
}

Record 2
{
  "formula": "C15H25BrFNO4",
  "method": "ωB97M-V/def2-TZVPD",
  "elements": ["C", "C", "C", "O", "C", "O", "C", "C", "N", "C", "C", "O", "F", "C", "Br", "O", "C", "C", "C", "C", "C", "C", "H", "H", "H", "H", "H", "H", "H", "H", "H", "H", "H", "H", "H", "H", "H", "H", "H", "H", "H", "H", "H", "H", "H", "H", "H"],
  "positions_angstrom": [[3.11301, -1.52772, 2.82928], [1.92915, -0.67824, 2.40179], [2.20207, 0.01465, 1.08200], [2.21028, 1.45362, 1.20340], [2.21840, 1.95027, -0.06283], [2.43907, 3.11656, -0.30298], [1.81822, 0.82916, -1.08278], [3.01335, 0.24747, -1.82499], [2.61106, -0.51250, -3.01368], [0.84326, 1.49418, -2.09788], [1.51407, 2.19677, -3.24901], [2.24220, 3.16260, -3.22787], [1.13548, 1.64752, -4.42976], [1.19128, -0.15506, -0.06130], [1.16262, -2.09100, -0.49464], [-0.01047, 0.23106, 0.46084], [-1.16967, 0.08131, -0.38178], [-2.21083, -0.78929, 0.26902], [-3.15907, -1.24535, -0.85683], [-2.98281, -0.06050, 1.37793], [-3.86317, -1.04093, 2.17773], [-3.86067, 1.07460, 0.85574], [2.88843, -2.04490, 3.75257], [3.39360, -2.24158, 2.06440], [3.97843, -0.90411, 3.02589], [1.80642, 0.10703, 3.13937], [1.01622, -1.25512, 2.38117], [3.21682, -0.21965, 0.78560], [3.62290, -0.37683, -1.18286], [3.64474, 1.06930, -2.14922], [3.14064, -1.36513, -3.06891], [1.64596, -0.79930, -2.96408], [0.14895, 0.77318, -2.50016], [0.27674, 2.24748, -1.56644], [-1.56047, 1.07064, -0.58006], [-0.87635, -0.37269, -1.32063], [-1.76053, -1.66762, 0.71813], [-2.69036, -2.04336, -1.41892], [-3.30280, -0.41034, -1.53613], [-4.12946, -1.53503, -0.48714], [-2.28999, 0.37630, 2.09222], [-3.42424, -1.30559, 3.13028], [-4.85866, -0.64338, 2.31577], [-3.98459, -1.96975, 1.62982], [-3.35778, 1.72238, 0.14433], [-4.19329, 1.70597, 1.66840], [-4.73817, 0.68294, 0.35518]],
  "atomic_forces_ev_per_a": [[0.0, 0.1, 0.1], [0.3, 0.5, 0.1], [-0.2, 0.2, 0.3], [0.3, 0.3, -0.4], [0.3, 1.4, 0.1], [-0.4, -1.9, 0.3], [-0.4, 0.6, -0.2], [0.3, -0.2, -0.3], [-0.1, 0.3, 0.0], [0.2, -0.2, 0.3], [1.5, 2.0, -0.2], [-1.6, -2.3, -0.2], [0.0, 0.3, 0.2], [0.7, -0.1, 0.6], [0.0, 0.0, -0.3], [-0.5, 0.0, -0.3], [0.5, -0.4, 0.3], [-1.0, 0.1, 0.0], [0.6, 0.5, 0.2], [-0.4, 0.1, 0.4], [0.3, -0.2, -0.5], [0.2, 0.0, -0.2], [0.0, -0.3, 0.2], [0.0, -0.3, -0.1], [0.2, 0.2, 0.0], [-0.3, 0.2, 0.2], [-0.3, -0.1, -0.2], [0.0, -0.5, -0.4], [0.1, -0.1, 0.4], [0.1, 0.3, 0.0], [0.2, -0.2, -0.1], [-0.1, -0.1, 0.0], [0.0, -0.1, -0.2], [-0.2, 0.2, 0.1], [-0.1, 0.2, -0.1], [0.0, -0.1, -0.1], [0.4, -0.1, 0.0], [-0.1, -0.3, -0.1], [-0.2, 0.1, -0.2], [-0.2, -0.3, 0.1], [0.4, 0.1, -0.1], [0.0, 0.0, 0.3], [-0.2, 0.1, 0.3], [-0.1, -0.2, -0.1], [0.2, 0.1, -0.1], [-0.1, 0.1, 0.3], [-0.3, -0.1, -0.1]],
  "lowdin_charge": [-0.092, -0.190, -0.305, 0.084, -0.371, 0.162, -0.271, -0.206, 0.026, -0.021, -0.423, 0.160, 0.088, -0.688, 0.869, -0.083, -0.191, -0.331, -0.044, -0.379, -0.059, -0.072, 0.074, 0.068, 0.081, 0.124, 0.101, 0.136, 0.109, 0.127, 0.071, 0.036, 0.107, 0.142, 0.124, 0.089, 0.130, 0.083, 0.085, 0.074, 0.132, 0.074, 0.072, 0.069, 0.069, 0.082, 0.077],
  "smiles": "CC[C@@H]1OC(=O)[C@](CN)(CC(=O)F)[C@]1(Br)OC[C@H](C)C(C)C",
  "energy_ha": -3616.1576,
  "homo_lumo_gap_ev": 9.98,
  "multiplicity": 1,
  "homo_ha": -0.3565
}

Lowest unoccupied orbital energy / eV: 0.27 0.28
Strongest force on any atom / hartree/bohr: 0.06051 0.05466